Computed, not measured: 3 unconnected molecules or ions with the total composition H5O3, with ωB97M-V with the def2-TZVPD basis set.

The geometry in XYZ format:
```
8
Properties=species:S:1:pos:R:3:lowdin_charge:R:1
O -0.087 0.342 -0.903 -0.379
H -0.657 1.151 -0.908 -0.018
O -1.879 -1.147 0.077 -0.223
H -1.258 -1.841 0.372 -0.003
H -1.293 -0.309 -0.213 -0.018
O 1.822 0.961 0.710 -0.324
H 2.485 0.261 0.780 -0.060
H 0.866 0.582 0.084 0.026
```

Calculated values
E_tot	-228.73078	Ha
highest occupied orbital energy	-4.40	eV
charge	-1
E_LUMO	5.03	eV